(1)
# C21H38AsN3O5SW

A structure of composition C21H38AsN3O5SW at a distorted geometry (the ωB97M-V functional and the def2-TZVPD basis, the OMol25 dataset).

The total energy is -110585.1894 eV. As for the orbital gap (spin up / spin down): 7.3802 / 6.6989 eV. The value obtained for the HOMO energy (spin up / spin down) is -13.82 / -13.84 eV.

ORCA input file:
```
! wB97M-V def2-TZVPD RIJCOSX def2/J DEFGRID3
* xyz 2 3
W 0.363 0.397 0.523
C -2.591 -2.386 -1.827
N -1.716 -2.987 -0.841
C -2.007 -4.354 -0.466
C -0.760 -2.296 -0.274
O -0.457 -1.116 -0.638
C 0.125 -2.916 0.804
O 0.797 -1.846 1.484
C 0.493 -1.678 2.895
C -0.637 0.406 2.346
O -1.415 0.363 1.279
N -0.632 1.627 3.050
C -1.918 2.316 3.142
C 0.114 1.642 4.298
H -3.613 -2.378 -1.447
H -2.557 -2.968 -2.748
H -2.282 -1.362 -2.027
H -2.878 -4.698 -1.016
H -2.232 -4.421 0.597
H -1.169 -5.011 -0.704
H 0.887 -3.553 0.331
H -0.469 -3.507 1.505
H 1.405 -1.216 3.308
H 0.331 -2.656 3.361
H -2.469 2.167 2.215
H -1.737 3.378 3.295
H -2.518 1.933 3.970
H 1.091 1.179 4.147
H -0.420 1.116 5.094
H 0.258 2.677 4.605
C 1.438 4.162 1.495
C 0.943 3.410 0.258
C 1.906 3.558 -0.929
C -0.482 3.816 -0.139
O 0.868 2.045 0.552
H 1.430 5.233 1.322
H 2.455 3.861 1.743
H 0.789 3.935 2.336
H 2.004 4.604 -1.205
H 1.520 2.994 -1.784
H 2.896 3.179 -0.656
H -0.492 4.786 -0.627
H -1.114 3.864 0.743
H -0.882 3.060 -0.830
C 3.371 0.404 -2.107
As 2.632 -0.178 -0.365
C 3.340 -2.015 -0.496
C 3.911 0.556 0.982
C 5.348 0.338 0.617
C 6.024 -0.791 1.069
C 7.360 -0.978 0.761
C 8.031 -0.041 -0.007
C 7.363 1.083 -0.465
C 6.024 1.268 -0.167
H 4.459 0.268 -2.100
H 3.142 1.442 -2.347
H 2.945 -0.234 -2.889
H 4.398 -1.944 -0.782
H 2.811 -2.588 -1.264
H 3.279 -2.541 0.459
H 3.671 0.043 1.924
H 3.687 1.622 1.116
H 5.507 -1.510 1.692
H 7.880 -1.847 1.129
H 9.075 -0.182 -0.238
H 7.889 1.824 -1.046
H 5.506 2.153 -0.518
O -2.303 -2.402 1.956
S -2.233 -1.524 3.137
N -0.626 -0.831 3.133
*
```

=====

(2)
# C21H38BeF9N2O15S4

A structure of composition C21H38BeF9N2O15S4 at a distorted geometry (the ωB97M-V functional and the def2-TZVPD basis, the OMol25 dataset).

The total energy is -124272.4122 eV. As for the orbital gap: 1.4938 eV. The value obtained for the HOMO energy is -1.76 eV.

ORCA input file:
```
! wB97M-V def2-TZVPD RIJCOSX def2/J DEFGRID3
* xyz -3 1
Be 1.686 -0.223 0.775
C 4.584 0.373 -6.600
F 3.572 1.064 -7.052
F 4.279 -0.874 -6.359
F 5.570 0.579 -7.386
S 5.025 1.116 -4.864
O 3.919 0.889 -3.909
O 6.179 0.394 -4.340
O 5.230 2.575 -5.125
C 6.083 -6.245 -0.334
F 5.316 -7.051 0.380
F 7.283 -6.919 -0.322
F 5.521 -5.929 -1.533
S 6.432 -4.586 0.690
O 7.365 -3.694 -0.126
O 5.055 -4.066 0.741
O 6.992 -4.986 1.986
C 6.505 5.738 1.214
F 6.261 5.829 -0.045
F 7.679 6.345 1.323
F 5.489 6.303 1.884
S 6.814 3.867 1.679
O 7.914 3.461 0.750
O 7.191 3.930 3.101
O 5.601 3.097 1.451
S 2.845 0.072 6.894
O 2.266 1.314 7.396
O 2.532 -1.018 7.812
O 2.310 -0.178 5.542
O 4.260 0.298 6.838
C -3.691 -5.427 0.745
C -2.212 -5.054 0.648
C -1.379 -6.299 0.411
C -1.461 -6.937 -1.048
C -1.296 -5.852 -2.051
C -2.121 -4.410 -1.976
N -1.992 -4.082 -0.520
O -2.328 -2.780 -0.226
C -1.420 -3.332 -2.826
C -3.522 -4.697 -2.595
C -1.685 -4.509 2.030
H -4.306 -4.532 0.843
H -3.817 -5.945 1.696
H -3.973 -6.069 -0.089
H -0.342 -6.282 0.746
H -1.956 -7.096 0.880
H -2.431 -7.422 -1.161
H -0.799 -7.767 -1.293
H -1.643 -6.316 -2.974
H -0.232 -5.688 -2.228
H -2.070 -2.465 -2.944
H -0.429 -3.137 -2.417
H -1.203 -3.752 -3.809
H -3.938 -3.989 -3.312
H -3.664 -5.704 -2.989
H -4.169 -4.621 -1.721
H -0.804 -3.891 1.854
H -1.328 -5.332 2.649
H -2.401 -3.876 2.554
H -3.263 -2.757 -0.439
C -2.962 5.776 2.623
C -3.249 4.468 1.840
C -4.742 4.420 1.350
C -5.008 5.430 0.270
C -4.061 5.023 -0.901
C -2.498 5.141 -0.568
N -2.364 4.291 0.694
O -1.027 4.190 1.056
C -1.743 4.466 -1.727
C -2.016 6.614 -0.410
C -3.218 3.137 2.698
H -1.944 5.832 3.008
H -3.577 6.025 3.488
H -3.003 6.615 1.929
H -5.047 3.429 1.013
H -5.367 4.542 2.234
H -4.792 6.444 0.609
H -6.066 5.398 0.008
H -4.279 5.768 -1.666
H -4.241 4.066 -1.392
H -2.144 3.493 -2.008
H -1.785 5.205 -2.527
H -0.723 4.509 -1.345
H -1.050 6.698 0.088
H -1.939 7.051 -1.406
H -2.729 7.317 0.021
H -2.741 3.129 3.678
H -2.594 2.358 2.259
H -4.191 2.654 2.794
H -0.787 5.060 1.385
*
```

=====

(3)
# C21H38Cl6N2O11

A cluster of 8 separate species, C21H38Cl6N2O11 in total at a distorted geometry (the ωB97M-V functional and the def2-TZVPD basis, the OMol25 dataset).

The total energy is -123030.0312 eV. As for the orbital gap: 9.6396 eV. The SMILES is O=C1OCCO1.O=C1OCCO1.O=C1OCCO1.CNC(C)=O.CNC(C)=O.ClCCCl.ClCCCl.ClCCCl. The value obtained for the HOMO energy is -9.58 eV.

ORCA input file:
```
! wB97M-V def2-TZVPD RIJCOSX def2/J DEFGRID3
* xyz 0 1
O 2.644 2.957 5.792
C 1.687 2.756 5.032
O 0.384 2.582 5.338
C -0.309 2.458 4.131
C 0.671 2.514 3.009
O 1.842 2.763 3.754
H -0.850 1.521 3.998
H -1.046 3.261 4.117
H 0.289 3.342 2.411
H 0.723 1.572 2.463
O -2.197 -1.453 -3.916
C -2.430 -1.775 -2.738
O -3.281 -1.041 -1.949
C -3.346 -1.637 -0.632
C -2.211 -2.628 -0.680
O -1.924 -2.805 -2.015
H -3.143 -0.917 0.161
H -4.294 -2.154 -0.481
H -2.549 -3.590 -0.295
H -1.369 -2.295 -0.073
O -2.849 3.677 -2.768
C -3.822 3.141 -2.234
O -4.160 3.243 -1.017
C -5.238 2.382 -0.767
C -5.499 1.637 -2.041
O -4.673 2.372 -2.912
H -4.938 1.809 0.111
H -6.121 2.954 -0.482
H -6.508 1.645 -2.454
H -5.121 0.620 -2.145
C 3.841 0.792 -4.735
N 3.126 1.952 -4.211
C 1.766 2.022 -4.049
C 1.309 3.230 -3.315
O 0.942 1.232 -4.493
H 3.632 0.490 -5.761
H 3.625 -0.128 -4.192
H 4.924 0.899 -4.669
H 3.765 2.693 -3.961
H 2.040 3.812 -2.755
H 0.645 2.817 -2.556
H 0.757 3.970 -3.895
C 1.268 0.093 -1.087
N 0.616 -0.380 0.110
C -0.483 0.108 0.665
C -1.339 1.165 -0.042
O -0.747 -0.281 1.736
H 2.214 -0.448 -1.118
H 1.364 1.173 -0.975
H 0.694 -0.186 -1.970
H 1.234 -0.912 0.706
H -0.950 2.170 0.124
H -2.315 1.027 0.421
H -1.406 1.021 -1.121
Cl 2.116 -3.022 -2.093
C 1.874 -3.674 -0.507
C 3.146 -4.359 0.085
Cl 3.545 -5.899 -0.737
H 0.999 -4.310 -0.640
H 1.592 -2.879 0.184
H 2.959 -4.652 1.118
H 3.987 -3.666 0.100
Cl 3.945 1.628 0.101
C 4.428 1.127 1.783
C 3.715 -0.136 2.413
Cl 3.562 -1.509 1.342
H 4.492 2.002 2.430
H 5.449 0.807 1.574
H 2.726 0.246 2.669
H 4.228 -0.357 3.349
Cl -0.710 -4.363 1.760
C -1.421 -3.150 2.821
C -1.867 -3.810 4.112
Cl -3.540 -4.222 4.012
H -2.267 -2.769 2.249
H -0.674 -2.376 3.000
H -1.818 -3.155 4.981
H -1.346 -4.745 4.319
*
```

=====

What did the second record say?
# C21H38BeF9N2O15S4

A structure of composition C21H38BeF9N2O15S4 at a distorted geometry (the ωB97M-V functional and the def2-TZVPD basis, the OMol25 dataset).

The total energy is -124272.4122 eV. As for the orbital gap: 1.4938 eV. The value obtained for the HOMO energy is -1.76 eV.

ORCA input file:
```
! wB97M-V def2-TZVPD RIJCOSX def2/J DEFGRID3
* xyz -3 1
Be 1.686 -0.223 0.775
C 4.584 0.373 -6.600
F 3.572 1.064 -7.052
F 4.279 -0.874 -6.359
F 5.570 0.579 -7.386
S 5.025 1.116 -4.864
O 3.919 0.889 -3.909
O 6.179 0.394 -4.340
O 5.230 2.575 -5.125
C 6.083 -6.245 -0.334
F 5.316 -7.051 0.380
F 7.283 -6.919 -0.322
F 5.521 -5.929 -1.533
S 6.432 -4.586 0.690
O 7.365 -3.694 -0.126
O 5.055 -4.066 0.741
O 6.992 -4.986 1.986
C 6.505 5.738 1.214
F 6.261 5.829 -0.045
F 7.679 6.345 1.323
F 5.489 6.303 1.884
S 6.814 3.867 1.679
O 7.914 3.461 0.750
O 7.191 3.930 3.101
O 5.601 3.097 1.451
S 2.845 0.072 6.894
O 2.266 1.314 7.396
O 2.532 -1.018 7.812
O 2.310 -0.178 5.542
O 4.260 0.298 6.838
C -3.691 -5.427 0.745
C -2.212 -5.054 0.648
C -1.379 -6.299 0.411
C -1.461 -6.937 -1.048
C -1.296 -5.852 -2.051
C -2.121 -4.410 -1.976
N -1.992 -4.082 -0.520
O -2.328 -2.780 -0.226
C -1.420 -3.332 -2.826
C -3.522 -4.697 -2.595
C -1.685 -4.509 2.030
H -4.306 -4.532 0.843
H -3.817 -5.945 1.696
H -3.973 -6.069 -0.089
H -0.342 -6.282 0.746
H -1.956 -7.096 0.880
H -2.431 -7.422 -1.161
H -0.799 -7.767 -1.293
H -1.643 -6.316 -2.974
H -0.232 -5.688 -2.228
H -2.070 -2.465 -2.944
H -0.429 -3.137 -2.417
H -1.203 -3.752 -3.809
H -3.938 -3.989 -3.312
H -3.664 -5.704 -2.989
H -4.169 -4.621 -1.721
H -0.804 -3.891 1.854
H -1.328 -5.332 2.649
H -2.401 -3.876 2.554
H -3.263 -2.757 -0.439
C -2.962 5.776 2.623
C -3.249 4.468 1.840
C -4.742 4.420 1.350
C -5.008 5.430 0.270
C -4.061 5.023 -0.901
C -2.498 5.141 -0.568
N -2.364 4.291 0.694
O -1.027 4.190 1.056
C -1.743 4.466 -1.727
C -2.016 6.614 -0.410
C -3.218 3.137 2.698
H -1.944 5.832 3.008
H -3.577 6.025 3.488
H -3.003 6.615 1.929
H -5.047 3.429 1.013
H -5.367 4.542 2.234
H -4.792 6.444 0.609
H -6.066 5.398 0.008
H -4.279 5.768 -1.666
H -4.241 4.066 -1.392
H -2.144 3.493 -2.008
H -1.785 5.205 -2.527
H -0.723 4.509 -1.345
H -1.050 6.698 0.088
H -1.939 7.051 -1.406
H -2.729 7.317 0.021
H -2.741 3.129 3.678
H -2.594 2.358 2.259
H -4.191 2.654 2.794
H -0.787 5.060 1.385
*
```